Record 1
C4H12N2O | ωB97M-V/def2-TZVPD

Geometry as XYZ:
```
19
Properties=species:S:1:pos:R:3:forces:R:3
C -0.127 0.617 0.934 0.6 -1.9 -1.0
C 1.374 0.148 0.406 -2.0 1.1 -0.1
C 2.299 0.070 1.590 0.3 0.0 0.5
O 1.168 -1.115 -0.253 -0.1 1.4 -0.1
N -0.974 0.793 -0.244 -0.6 1.4 -1.4
C -1.956 -0.165 -0.811 1.3 -1.6 1.9
N -1.491 -0.805 -2.069 0.8 -2.7 3.6
H -0.618 -0.364 1.452 1.5 2.5 -0.6
H -0.075 1.546 1.596 -0.2 -1.3 -0.8
H 1.790 0.931 -0.400 -0.9 -1.4 1.8
H 1.953 -0.498 2.517 0.1 0.9 -1.4
H 2.624 1.100 1.814 -0.4 -0.3 0.4
H 3.203 -0.384 1.252 0.8 -0.7 -0.1
H 0.525 -0.854 -0.955 0.4 -0.7 0.3
H -0.979 1.722 -0.807 0.2 -2.3 1.8
H -2.237 -1.058 -0.085 1.0 2.0 -1.1
H -2.799 0.468 -0.816 -1.6 0.2 -1.1
H -1.802 -0.414 -2.851 -1.3 3.3 -4.0
H -1.879 -1.738 -2.269 0.4 0.1 1.2
```
Forces are in eV/Å.

Its SMILES is C[C@@H](O)CNCN. As for the electronic energy: -9368.2394 eV. The gap between HOMO and LUMO comes out at 9.268 eV. As for the net charge: 0.


Record 2
C4H12N2O | ωB97M-V/def2-TZVPD

Geometry as XYZ:
```
19
Properties=species:S:1:pos:R:3:forces:R:3
N 0.136 -1.226 -1.214 -1.0 -1.3 -0.2
C 0.186 0.091 -0.636 -0.1 0.9 -0.3
C -1.211 0.486 -0.110 0.0 -0.8 -0.4
C -1.190 1.921 0.402 0.5 -1.4 1.7
O -1.614 -0.483 0.873 -0.2 0.6 0.1
C 1.156 0.097 0.590 1.6 -2.0 -2.2
N 2.328 -0.817 0.158 -0.3 1.2 0.6
H -0.381 -1.233 -2.084 -0.1 0.2 0.1
H 0.991 -1.737 -1.374 0.3 0.5 0.5
H 0.371 0.778 -1.490 0.6 0.5 0.8
H -1.970 0.401 -0.896 0.3 0.2 -0.4
H -0.510 1.937 1.281 -0.5 0.0 -0.2
H -2.198 2.164 0.758 0.4 0.6 -0.4
H -0.670 2.559 -0.303 -0.7 0.3 -0.4
H -1.666 -1.334 0.406 0.3 0.3 0.1
H 1.705 1.001 0.850 -1.3 0.5 0.3
H 0.582 -0.427 1.345 0.3 0.4 0.6
H 2.874 -0.154 -0.395 0.2 -0.5 -0.2
H 2.917 -0.950 0.979 -0.1 -0.2 0.0
```
Forces are in eV/Å.

Its SMILES is C[C@H](O)[C@H](N)CN. As for the electronic energy: -9369.5037 eV. The gap between HOMO and LUMO comes out at 10.006 eV. As for the net charge: 0.


Record 3
C4H12N2O | ωB97M-V/def2-TZVPD

Geometry as XYZ:
```
19
Properties=species:S:1:pos:R:3:forces:R:3
C 0.121 0.585 0.524 0.4 -2.6 4.5
C 0.134 -0.532 -0.366 0.1 3.4 -5.1
C 0.187 0.692 -1.838 0.0 -2.6 0.7
C -1.093 -1.370 -0.597 0.2 0.0 0.2
N 1.262 1.380 0.766 -0.2 -0.1 0.1
N 0.225 -0.665 2.037 -0.4 1.9 0.2
O -1.048 1.230 0.695 0.1 -0.1 -0.1
H -0.875 2.041 1.192 0.0 -0.1 -0.1
H 1.091 -1.035 -0.424 -0.1 0.0 0.2
H 2.095 0.981 0.351 -0.1 0.0 -0.1
H 1.393 1.350 1.780 0.0 0.1 -0.2
H 0.857 -1.463 1.984 0.0 0.2 -0.4
H -0.704 -1.026 2.242 0.1 0.0 -0.1
H -0.835 1.018 -1.997 0.0 0.0 0.0
H 0.863 1.539 -1.754 0.0 -0.1 0.4
H 0.526 0.028 -2.629 -0.1 0.2 -0.3
H -1.122 -1.725 -1.628 0.0 0.0 0.0
H -1.081 -2.231 0.071 -0.1 0.0 0.0
H -1.998 -0.797 -0.409 0.0 0.0 0.0
```
Forces are in eV/Å.

As for the electronic energy: -9367.4689 eV. The gap between HOMO and LUMO comes out at 8.415 eV. As for the net charge: 0.


One value per record, in order, for relative energy (zero: lowest compared OMol25 entry of this formula, charge and spin): 285.1, 163.1, 359.4 kJ/mol.
One value per record, in order, for E_HOMO: -8.23, -9.00, -7.55 eV.